one | {"formula": "C5H16NO2", "method": "ωB97M-V with the def2-TZVPD basis set", "homo_lumo_gap_ev": 11.8448, "homo_ev": -14.7, "charge": 1, "lumo_energy_ev": -2.841, "symbols": ["C", "C", "N", "C", "C", "C", "H", "H", "H", "H", "H", "H", "H", "H", "H", "H", "H", "H", "H", "H", "O", "H", "H", "O"], "coordinates": [[0.3643, 0.8677, -0.5980], [-0.2618, 0.5229, 0.6557], [-1.2065, -0.6995, 0.4062], [-0.7221, -1.8125, 1.2981], [0.0531, -1.1220, 2.3508], [0.7253, 0.1376, 1.8350], [1.1622, 1.6074, -0.3242], [-0.3552, 1.3745, -1.3710], [0.8563, 0.2248, -1.3083], [-0.9808, 1.3538, 1.1427], [-1.0472, -0.9741, -0.6273], [-2.1384, -0.2889, 0.6116], [-1.6699, -2.2806, 1.7202], [-0.0915, -2.4218, 0.6409], [-0.6892, -0.7943, 3.2246], [0.9139, -1.8859, 2.7873], [1.7615, 0.0284, 1.3454], [0.8873, 0.9805, 2.4436], [-0.4010, -2.0388, -2.5269], [-0.1910, -0.6035, -2.4198], [-0.2908, -1.4187, -1.8675], [1.5544, 2.7147, -3.6549], [0.8414, 3.6973, -2.7760], [0.9258, 2.8311, -2.9882]]}

***

two | {"formula": "C5H16NO2", "method": "ωB97M-V with the def2-TZVPD basis set", "homo_lumo_gap_ev": 9.2277, "homo_ev": -14.3, "charge": 1, "lumo_energy_ev": -5.067, "symbols": ["C", "C", "C", "C", "C", "N", "H", "H", "H", "H", "H", "H", "H", "H", "H", "H", "H", "H", "H", "H", "O", "H", "H", "O"], "coordinates": [[2.4831, 1.9734, -0.5455], [2.3538, 0.9783, -1.6776], [0.7488, 0.8840, -1.9031], [0.1218, -0.0021, -0.8284], [-0.2077, -2.4609, -0.9084], [0.5647, -1.3767, -1.0000], [2.4136, 3.0828, -0.7366], [1.8633, 1.9530, 0.2990], [3.5198, 1.9516, -0.3580], [2.7993, 1.1429, -2.6008], [2.6455, 0.0306, -1.2994], [0.3921, 1.9252, -1.5813], [0.4260, 0.7372, -2.8581], [0.2443, 0.2010, 0.2272], [-0.9568, 0.0905, -1.3027], [0.0921, -3.5345, -0.7242], [-1.2821, -2.3178, -1.0742], [1.5884, -1.6930, -1.0807], [-0.5085, 0.5851, 2.6510], [-1.8144, -0.1301, 2.6759], [-0.9833, -0.1799, 2.2725], [-4.5914, 0.5084, 2.8607], [-4.2383, -0.5987, 3.8906], [-3.9597, -0.1369, 3.1263]]}

***

The least stable of them is two.

***

one | {"formula": "C4H5NO", "method": "ωB97M-V with the def2-TZVPD basis set", "homo_lumo_gap_ev": [5.1171, 7.8517], "multiplicity": 3, "homo_ev": [-4.4, -10.6], "s_squared": 2.006, "lumo_energy_ev": [0.748, -2.729], "symbols": ["C", "C", "C", "C", "N", "O", "H", "H", "H", "H", "H"], "coordinates": [[-0.0183, -0.2974, 0.4441], [0.6685, -1.1768, 1.2809], [-0.3882, 0.5088, -0.3454], [-0.6654, -0.4860, -2.8447], [0.1044, -1.3885, -2.8783], [-1.4173, 0.3727, -3.1395], [1.2350, -0.7336, 2.0503], [1.2684, -1.7746, 0.6825], [-0.8408, 1.3452, -1.0113], [-0.0513, -1.9847, 1.8262], [0.1879, -2.1864, -2.2794]]}

***

two | {"formula": "C4H5NO", "method": "ωB97M-V with the def2-TZVPD basis set", "homo_lumo_gap_ev": [7.4935, 8.4895], "multiplicity": 3, "homo_ev": [-6.5, -9.4], "s_squared": 2.034, "lumo_energy_ev": [0.974, -0.940], "symbols": ["C", "C", "C", "C", "N", "O", "H", "H", "H", "H", "H"], "coordinates": [[-1.8249, -0.5254, -0.5887], [-0.3965, -0.3093, 1.2922], [0.7018, -0.6618, 1.8620], [-0.0970, 0.6517, -1.7620], [-1.1646, -0.0304, -1.6718], [-1.4143, -0.5614, 0.6337], [-2.8968, -0.6569, -0.8187], [1.3391, 0.0472, 2.3515], [0.9625, -1.6909, 1.9812], [0.6842, 0.6353, -1.0794], [0.0433, 1.1760, -2.6570]]}

***

The least stable of them is one.

***

one | {"formula": "CN2O3", "method": "ωB97M-V with the def2-TZVPD basis set", "homo_lumo_gap_ev": 11.4495, "smiles": "O=c1onno1", "homo_ev": -11.6, "lumo_energy_ev": -0.199, "symbols": ["C", "N", "N", "O", "O", "O"], "coordinates": [[0.7275, 0.1189, -0.0968], [-1.4340, 0.4990, 0.1193], [-1.2985, -0.6856, -0.0150], [2.0213, 0.0210, 0.0845], [-0.2054, 1.1144, -0.0753], [0.0294, -1.0612, -0.0280]]}

***

two | {"formula": "CN2O3", "method": "ωB97M-V with the def2-TZVPD basis set", "homo_lumo_gap_ev": 11.6591, "smiles": "N#[N+][O-].O=C=O", "homo_ev": -12.0, "lumo_energy_ev": -0.376, "symbols": ["C", "N", "N", "O", "O", "O"], "coordinates": [[2.2324, 1.4216, 0.6343], [-2.8318, -0.6190, -0.0872], [-2.3032, -1.3929, -0.6452], [-1.5843, -2.1675, -1.1180], [3.0816, 2.1268, 1.4209], [1.4053, 0.6309, -0.2048]]}

***

The least stable of them is two.

***

one | {"formula": "C5H12NO", "method": "ωB97M-V with the def2-TZVPD basis set", "homo_lumo_gap_ev": [5.5218, 9.9948], "multiplicity": 2, "homo_ev": [-4.9, -9.4], "s_squared": 0.753, "lumo_energy_ev": [0.587, 0.589], "symbols": ["C", "C", "N", "H", "H", "H", "H", "H", "H", "O", "C", "C", "C", "H", "H", "H", "H", "H", "H"], "coordinates": [[-0.2951, -3.0608, -0.0065], [-0.0975, -1.6919, -2.0161], [0.0061, -1.8170, -0.6888], [-1.3740, -3.1691, 0.1921], [0.2369, -3.0679, 0.9490], [-0.0513, -3.9331, -0.6313], [-0.3221, -2.6014, -2.5570], [0.0875, -0.7508, -2.5168], [0.2196, -1.0675, 0.0150], [0.3293, -0.2761, 1.3709], [0.2044, 0.9269, 1.4360], [-0.0147, 1.8071, 0.2427], [0.2579, 3.2945, 0.5152], [0.2224, 1.4279, 2.4204], [-1.0651, 1.6543, -0.0436], [0.6794, 1.3626, -0.4795], [-0.6274, 3.7419, 0.9658], [0.5172, 3.8586, -0.3788], [1.0866, 3.3618, 1.2113]]}

***

two | {"formula": "C5H12NO", "method": "ωB97M-V with the def2-TZVPD basis set", "homo_lumo_gap_ev": [6.4392, 8.8719], "multiplicity": 2, "homo_ev": [-5.8, -8.3], "s_squared": 0.760, "lumo_energy_ev": [0.598, 0.598], "symbols": ["C", "C", "C", "C", "N", "C", "H", "H", "H", "H", "H", "H", "H", "H", "H", "H", "H", "H", "O"], "coordinates": [[-0.1131, 0.1141, -3.0621], [-0.8699, -0.5991, -1.9232], [-0.4610, -0.1379, -0.5319], [0.3972, -0.8270, 0.2121], [0.6554, -0.5003, 1.5290], [1.5165, -1.1340, 2.3840], [-0.1952, 1.2042, -2.9641], [0.9571, -0.1360, -2.9959], [-0.4783, -0.2226, -4.0282], [-1.9275, -0.3751, -2.0042], [-0.6634, -1.6579, -2.0122], [-0.9444, 0.7702, -0.1883], [0.9426, -1.7030, -0.0986], [0.3097, 0.4248, 1.7174], [2.0062, -2.0410, 2.0691], [1.9172, -0.5923, 3.2207], [-1.5189, 1.8831, 2.9971], [-0.7830, 3.2023, 3.0477], [-0.7472, 2.3276, 2.6314]]}

***

three | {"formula": "C5H12NO", "method": "ωB97M-V with the def2-TZVPD basis set", "homo_lumo_gap_ev": [4.1339, 10.8208], "multiplicity": 2, "homo_ev": [-3.4, -10.3], "s_squared": 0.751, "lumo_energy_ev": [0.720, 0.514], "symbols": ["C", "O", "C", "C", "C", "C", "N", "H", "H", "H", "H", "H", "H", "H", "H", "H", "H", "H", "H"], "coordinates": [[-1.1343, 0.7254, 0.2109], [-1.9298, 0.6786, 1.3844], [-0.2493, -0.4971, 0.2020], [0.7681, -0.4963, -0.9259], [1.8305, 0.5697, -0.8105], [2.1829, 1.2365, 0.2728], [-1.1398, -1.7185, 0.1170], [-0.4956, 1.6142, 0.2161], [-1.7893, 0.7516, -0.6658], [-2.3586, 1.5381, 1.5071], [0.1772, -0.6212, 1.1825], [1.2123, -1.4793, -1.0509], [0.2158, -0.3443, -1.8543], [2.1200, 1.0192, -1.7557], [1.9106, 0.9904, 1.3016], [2.7882, 2.1331, 0.2728], [-1.9730, -1.5512, 0.7231], [-0.6411, -2.5696, 0.5132], [-1.4946, -1.9792, -0.8405]]}

***

The least stable of them is three.